# 1
Formula: C24H18F10N10NaSe
Source: OMol25
Level of theory: ωB97M-V/def2-TZVPD

Geometry (Å):
Se 2.938 1.618 0.101
Na 0.149 0.081 -0.240
F 3.987 1.767 -3.144
F 3.006 2.957 5.233
F 0.129 2.523 -5.792
F 0.513 2.686 1.231
F 0.300 -0.842 4.499
F 2.716 3.194 -5.162
F 2.763 -0.276 -1.946
F 2.195 3.983 2.760
F 2.003 0.503 5.985
F -1.209 0.655 -4.481
N -1.269 -1.661 -0.092
N -0.635 0.344 1.924
N 4.530 1.300 0.719
N -0.705 4.972 0.077
N 2.256 0.174 0.743
N -0.984 2.936 -1.048
N -1.375 3.820 -0.181
N -1.876 1.994 -1.037
N 0.229 -0.877 -2.313
N -2.497 3.525 0.414
C 2.042 0.483 -2.828
C 0.696 0.380 4.031
C 4.506 0.121 1.350
C -0.693 -2.984 0.017
C -2.116 -1.363 1.046
C 0.807 2.123 2.450
C -1.006 -1.562 -2.564
C 1.602 1.054 4.817
C 1.715 2.802 3.220
C 2.705 1.492 -3.478
C 2.125 2.292 4.444
C 2.069 2.212 -4.483
C 5.608 -0.533 1.936
C 3.217 -0.515 1.363
C -1.954 -1.490 -1.357
C 5.422 -1.778 2.472
C 0.087 0.870 -4.110
C -2.788 2.358 -0.143
C 3.057 -1.768 1.975
C 4.152 -2.389 2.506
C 0.684 0.094 -3.053
C -1.285 -0.898 2.239
C 0.756 1.861 -4.791
C 0.211 0.867 2.764
H -0.739 5.170 1.072
H -1.438 -3.769 -0.194
H -1.567 -1.197 -3.432
H 2.074 -2.208 1.997
H -0.752 -2.617 -2.755
H -2.717 -2.245 1.340
H -0.561 -1.683 2.494
H 6.576 -0.054 1.932
H 0.132 -3.076 -0.681
H 6.263 -2.315 2.885
H 0.250 4.895 -0.260
H 4.050 -3.366 2.959
H -0.314 -3.134 1.022
H -1.955 -0.776 3.105
H -2.746 -2.256 -1.491
H -2.798 -0.557 0.776
H -3.663 1.796 0.102
H -2.418 -0.502 -1.361

Highest occupied orbital energy = -3.98 eV
Energy above the lowest of the compared OMol25 structures with the same formula, charge and spin = 14.6 kcal per mole
E_LUMO = 0.0599 hartree
Total charge = -1


# 2
Formula: C24H18F12N3O2Pt
Source: OMol25
Level of theory: ωB97M-V/def2-TZVPD

Geometry (Å):
Pt -0.649 -1.565 0.610
F 3.306 -0.529 4.036
F 1.054 -3.604 2.649
F -3.236 1.040 -2.074
F 3.677 -0.348 1.914
F -5.209 -0.491 1.130
F -4.982 -1.944 -0.446
F -1.376 0.076 -1.610
F -3.029 -1.091 -2.382
F 2.244 0.955 2.888
F 2.534 -3.006 1.197
F -5.405 0.106 -0.942
F 3.032 -3.023 3.298
O 1.095 -0.831 1.318
O -2.638 -1.573 0.345
N -1.272 -5.514 -0.325
N -0.646 -3.436 -0.135
N -1.223 -0.205 2.128
C -3.394 3.192 1.270
C 0.769 -1.559 4.895
C -2.898 0.857 0.751
C -1.951 0.878 1.841
C -3.598 2.014 0.524
C -2.707 -0.086 -1.572
C -1.356 -0.745 5.710
C -2.000 -6.753 -0.097
C 2.734 -0.296 2.845
C -4.720 -0.693 -0.107
C 0.075 -4.002 -1.157
C -4.189 4.406 0.933
C -0.138 -1.390 5.953
C -2.451 3.206 2.304
C 0.186 -1.897 7.316
C -1.450 -4.369 0.345
C 0.507 -1.141 3.613
C -0.311 -5.300 -1.279
C 2.066 -2.744 2.409
C 1.560 -1.267 2.500
C -1.656 -0.297 4.453
C -3.176 -0.407 -0.109
C -0.758 -0.506 3.366
C -1.753 2.070 2.599
H -1.924 -7.043 0.949
H -0.988 2.063 3.363
H 0.808 -3.444 -1.710
H -2.275 4.116 2.859
H -3.972 5.236 1.601
H -2.174 -4.227 1.129
H -3.045 -6.633 -0.372
H -0.464 -2.740 7.561
H 0.007 -6.077 -1.951
H -3.980 4.714 -0.094
H 0.007 -1.127 8.068
H 1.219 -2.229 7.389
H 1.723 -2.020 5.112
H -2.066 -0.612 6.516
H -2.614 0.158 4.241
H -5.256 4.179 0.981
H -1.556 -7.531 -0.712
H -4.345 2.044 -0.255

Highest occupied orbital energy (spin up / spin down) = -11.28 / -11.40 eV
Energy above the lowest of the compared OMol25 structures with the same formula, charge and spin = 11.0 kcal per mole
E_LUMO (spin up / spin down) = -0.2365 / -0.2344 hartree
Total charge = +1


# 3
Formula: C24H18F4FeN7O2PS
Source: OMol25
Level of theory: ωB97M-V/def2-TZVPD

Geometry (Å):
Fe 0.636 0.408 0.978
S 2.902 0.737 1.529
P 0.475 2.918 -0.349
F -2.818 -3.353 -6.329
F -3.109 -1.149 -4.884
F 0.080 -2.712 -1.780
F 0.397 -4.942 -3.194
O 1.163 1.678 -0.833
O -0.087 2.780 1.049
N 0.511 -7.389 -4.962
N 0.420 -0.011 3.080
N -1.020 -0.138 -0.159
N -2.771 1.542 -3.129
N -2.218 -5.919 -7.834
N 2.672 4.185 0.639
N -2.219 3.288 -0.712
C 1.557 0.003 5.221
C -2.384 0.475 -2.939
C -1.684 -0.715 -2.550
C 2.751 0.197 5.964
C -0.912 3.442 -1.441
C -0.629 -2.913 -2.899
C -1.524 -1.870 -3.291
C -0.178 -6.506 -5.208
C -1.151 -0.450 -1.269
C 1.635 4.326 -0.442
C 3.962 0.716 3.980
C 1.549 0.179 3.834
C -1.929 -0.698 2.919
C -0.462 -4.047 -3.613
C 3.938 0.552 5.351
C -2.251 -2.088 -4.505
C -0.691 -0.412 3.702
C -1.046 -5.425 -5.589
C -1.197 -4.289 -4.854
C 2.797 0.548 3.190
C -0.745 -0.606 5.096
C 0.361 -0.394 5.858
C -1.729 -5.672 -6.827
C -2.107 -3.211 -5.242
H 2.156 4.328 -1.400
H 2.251 4.328 1.563
H 1.135 5.283 -0.298
H -1.677 -0.926 5.541
H 4.887 0.959 3.474
H -2.786 2.549 -1.142
H -1.924 -0.247 1.932
H -2.022 3.041 0.273
H -2.805 -0.348 3.464
H 3.091 3.242 0.644
H 3.428 4.868 0.519
H 4.837 0.682 5.935
H 2.721 0.045 7.036
H -0.949 2.818 -2.334
H 0.340 -0.533 6.931
H -2.770 4.149 -0.733
H -2.038 -1.779 2.802
H -0.822 4.479 -1.761

Highest occupied orbital energy (spin up / spin down) = -16.35 / -16.40 eV
2S+1 = 6
E_LUMO (spin up / spin down) = -0.3706 / -0.3977 hartree
Total charge = +3


# 4
Formula: C24H18I2LiN6O4S4
Source: OMol25
Level of theory: ωB97M-V/def2-TZVPD

Geometry (Å):
I -1.589 -1.293 -6.628
I -0.152 -0.194 -4.559
S -1.536 -0.793 2.302
S 2.638 -0.919 -0.787
S 0.868 2.294 -2.509
S -0.051 -5.478 -1.526
O 3.179 -1.892 -1.705
O -0.738 -1.966 2.393
O 2.244 -1.371 0.504
O -2.836 -0.731 2.970
N -1.561 -0.466 0.781
N 1.376 -0.126 -1.405
N 1.769 3.790 4.274
N -0.583 -3.085 -0.737
N -2.920 1.506 0.870
N -1.932 0.672 -1.106
C -2.157 0.628 0.240
C -1.691 -4.951 -1.609
C -4.182 -3.815 -1.532
C -2.385 1.805 -1.696
C 3.105 1.572 -1.294
C 0.388 -3.910 -0.921
C 1.739 1.156 -1.706
C -1.217 1.647 3.639
C -3.081 -3.077 -1.052
C 5.042 2.916 -0.902
C 3.724 2.817 -1.339
C 0.935 2.760 3.799
C -3.408 2.578 0.275
C -3.182 2.797 -1.091
C 3.802 0.468 -0.762
C 1.498 1.762 3.011
C -2.785 -5.624 -2.103
C 5.162 0.557 -0.374
C -1.839 -3.652 -1.113
C 5.766 1.807 -0.456
C -4.037 -5.084 -2.106
C -0.618 0.620 2.931
C -0.409 2.702 4.096
C 0.698 0.730 2.565
Li -0.417 -0.932 -0.919
H -2.230 1.504 3.841
H 1.051 -0.006 1.866
H 6.799 1.856 -0.048
H 1.253 4.635 4.366
H -2.186 1.865 -2.777
H -5.178 -3.419 -1.457
H -3.266 -2.136 -0.724
H 2.558 1.804 2.806
H -4.052 3.296 0.753
H 3.319 3.756 -1.734
H 5.731 -0.292 -0.119
H -0.868 3.427 4.730
H -4.880 -5.705 -2.314
H 5.544 3.870 -0.879
H -2.647 -6.640 -2.450
H 1.337 -3.662 -0.623
H -3.533 3.708 -1.691
H 2.620 3.911 3.740

Highest occupied orbital energy = -5.34 eV
Energy above the lowest of the compared OMol25 structures with the same formula, charge and spin = 0.0 kcal per mole
E_LUMO = 0.0264 hartree
Total charge = -1


Copy entry 3 word for word.
Formula: C24H18F4FeN7O2PS
Source: OMol25
Level of theory: ωB97M-V/def2-TZVPD

Geometry (Å):
Fe 0.636 0.408 0.978
S 2.902 0.737 1.529
P 0.475 2.918 -0.349
F -2.818 -3.353 -6.329
F -3.109 -1.149 -4.884
F 0.080 -2.712 -1.780
F 0.397 -4.942 -3.194
O 1.163 1.678 -0.833
O -0.087 2.780 1.049
N 0.511 -7.389 -4.962
N 0.420 -0.011 3.080
N -1.020 -0.138 -0.159
N -2.771 1.542 -3.129
N -2.218 -5.919 -7.834
N 2.672 4.185 0.639
N -2.219 3.288 -0.712
C 1.557 0.003 5.221
C -2.384 0.475 -2.939
C -1.684 -0.715 -2.550
C 2.751 0.197 5.964
C -0.912 3.442 -1.441
C -0.629 -2.913 -2.899
C -1.524 -1.870 -3.291
C -0.178 -6.506 -5.208
C -1.151 -0.450 -1.269
C 1.635 4.326 -0.442
C 3.962 0.716 3.980
C 1.549 0.179 3.834
C -1.929 -0.698 2.919
C -0.462 -4.047 -3.613
C 3.938 0.552 5.351
C -2.251 -2.088 -4.505
C -0.691 -0.412 3.702
C -1.046 -5.425 -5.589
C -1.197 -4.289 -4.854
C 2.797 0.548 3.190
C -0.745 -0.606 5.096
C 0.361 -0.394 5.858
C -1.729 -5.672 -6.827
C -2.107 -3.211 -5.242
H 2.156 4.328 -1.400
H 2.251 4.328 1.563
H 1.135 5.283 -0.298
H -1.677 -0.926 5.541
H 4.887 0.959 3.474
H -2.786 2.549 -1.142
H -1.924 -0.247 1.932
H -2.022 3.041 0.273
H -2.805 -0.348 3.464
H 3.091 3.242 0.644
H 3.428 4.868 0.519
H 4.837 0.682 5.935
H 2.721 0.045 7.036
H -0.949 2.818 -2.334
H 0.340 -0.533 6.931
H -2.770 4.149 -0.733
H -2.038 -1.779 2.802
H -0.822 4.479 -1.761

Highest occupied orbital energy (spin up / spin down) = -16.35 / -16.40 eV
2S+1 = 6
E_LUMO (spin up / spin down) = -0.3706 / -0.3977 hartree
Total charge = +3


> total charge of number 1 (C24H18F10N10NaSe)?

-1